1.
{"formula": "C44H39FeN7P2S2Se", "method": "the ωB97M-V functional and the def2-TZVPD basis", "e_tot_ha": -7227.656235, "homo_ha": [-0.20928, -0.21007], "homo_lumo_gap_ev": [4.9, 4.9], "e_above_lowest_kcal_mol": 22.5, "lumo_ev": [-0.84, -0.84], "mol_weight_g_mol": 926.73, "multiplicity": 1, "elements": ["Fe", "S", "P", "C", "P", "S", "C", "C", "C", "C", "C", "C", "C", "C", "C", "C", "C", "C", "C", "C", "C", "C", "C", "C", "C", "C", "C", "C", "C", "C", "H", "H", "H", "H", "H", "H", "H", "H", "H", "H", "H", "H", "H", "H", "H", "H", "H", "H", "H", "H", "N", "C", "N", "C", "N", "N", "C", "C", "C", "C", "C", "C", "N", "C", "C", "C", "C", "C", "C", "H", "H", "H", "H", "H", "H", "H", "H", "H", "H", "H", "C", "N", "C", "C", "N", "C", "C", "Se", "H", "H", "H", "H", "H", "H", "H", "H"], "coordinates": [[0.205, 0.800, -1.393], [0.054, -2.865, 0.181], [-0.273, -1.235, 1.231], [0.266, 0.251, 0.491], [1.785, 1.022, 0.880], [2.580, 1.710, -0.806], [1.538, 2.450, 2.003], [2.400, 3.531, 1.878], [2.259, 4.628, 2.710], [1.245, 4.652, 3.656], [0.373, 3.582, 3.768], [0.524, 2.477, 2.950], [3.039, 0.074, 1.811], [2.979, -0.027, 3.196], [3.920, -0.784, 3.866], [4.915, -1.443, 3.162], [4.975, -1.341, 1.780], [4.042, -0.578, 1.106], [0.260, -1.566, 2.952], [1.240, -2.530, 3.145], [1.641, -2.880, 4.419], [1.070, -2.253, 5.514], [0.086, -1.293, 5.329], [-0.329, -0.956, 4.053], [-2.079, -1.063, 1.421], [-2.786, 0.022, 0.926], [-4.160, 0.075, 1.097], [-4.826, -0.950, 1.747], [-4.123, -2.057, 2.197], [-2.754, -2.113, 2.033], [3.180, 3.494, 1.128], [2.932, 5.468, 2.616], [1.132, 5.509, 4.306], [-0.428, 3.607, 4.494], [-0.138, 1.627, 3.045], [2.201, 0.487, 3.743], [3.871, -0.871, 4.942], [5.648, -2.034, 3.689], [5.752, -1.848, 1.225], [4.093, -0.457, 0.031], [1.673, -3.017, 2.282], [2.397, -3.643, 4.551], [1.387, -2.520, 6.512], [-0.366, -0.813, 6.187], [-1.120, -0.229, 3.913], [-2.253, 0.809, 0.407], [-4.713, 0.929, 0.731], [-5.894, -0.887, 1.906], [-4.647, -2.874, 2.671], [-2.187, -2.970, 2.373], [2.868, -2.427, -2.791], [2.103, -1.653, -1.993], [1.405, -0.658, -2.412], [1.447, -0.309, -3.765], [0.893, 0.819, -4.135], [0.345, 1.505, -3.163], [-0.158, 2.714, -3.387], [-0.642, 3.403, -2.269], [-1.082, 4.748, -2.286], [-1.420, 5.368, -1.115], [-1.386, 4.631, 0.078], [-1.009, 3.309, 0.018], [-0.622, 2.698, -1.091], [2.167, -1.145, -4.689], [2.197, -0.932, -6.068], [2.947, -1.754, -6.888], [3.711, -2.776, -6.351], [3.692, -3.009, -4.984], [2.914, -2.215, -4.163], [3.368, -3.212, -2.405], [2.084, -1.916, -0.944], [-0.142, 3.134, -4.381], [-1.116, 5.272, -3.229], [-1.704, 6.411, -1.091], [-1.648, 5.073, 1.025], [-1.006, 2.704, 0.914], [1.629, -0.112, -6.474], [2.944, -1.588, -7.955], [4.322, -3.392, -6.990], [4.287, -3.798, -4.549], [-2.746, -3.281, -1.537], [-3.718, -2.236, -1.681], [-5.062, -2.373, -1.483], [-5.640, -1.176, -1.734], [-4.647, -0.308, -2.084], [-4.794, 1.071, -2.447], [-3.462, -0.962, -2.051], [-1.838, -0.184, -2.483], [-3.002, -4.128, -2.174], [-2.684, -3.607, -0.498], [-1.768, -2.900, -1.832], [-5.490, -3.307, -1.184], [-6.666, -0.876, -1.699], [-5.851, 1.318, -2.511], [-4.312, 1.244, -3.410], [-4.294, 1.704, -1.711]], "forces_ev_per_angstrom": [[1.102, 0.468, -0.278], [0.172, -1.115, -0.193], [0.289, 1.892, -1.001], [1.319, -0.484, 2.167], [-1.888, -0.924, 0.504], [-0.240, 0.175, -0.644], [0.306, -0.039, -0.255], [0.041, 0.029, 0.192], [0.018, 0.127, 0.014], [-0.012, 0.184, 0.039], [-0.087, -0.017, 0.116], [0.132, -0.075, -0.030], [-0.182, 0.217, -0.160], [0.171, 0.178, -0.158], [0.159, 0.009, 0.141], [0.058, -0.039, 0.028], [0.073, -0.134, 0.002], [-0.086, -0.016, -0.002], [-0.055, -0.118, -0.342], [-0.082, -0.091, 0.012], [-0.040, -0.070, 0.093], [0.027, -0.047, 0.095], [0.001, 0.079, 0.189], [0.062, 0.059, -0.118], [0.198, -0.354, 0.000], [0.140, 0.055, 0.136], [-0.123, 0.080, 0.055], [-0.119, 0.045, -0.019], [-0.118, -0.090, 0.061], [-0.083, 0.032, 0.002], [-0.011, 0.082, -0.007], [0.046, 0.059, 0.014], [-0.015, 0.060, 0.017], [-0.027, 0.002, 0.097], [-0.109, -0.052, -0.125], [-0.007, 0.001, 0.072], [0.017, 0.008, 0.075], [0.081, -0.066, 0.071], [0.104, -0.042, 0.013], [0.009, 0.008, -0.032], [-0.005, -0.018, -0.059], [0.049, 0.012, 0.046], [-0.017, -0.005, 0.085], [-0.035, 0.018, 0.051], [-0.043, 0.015, 0.002], [0.051, -0.024, 0.077], [-0.080, 0.107, -0.029], [-0.102, -0.018, -0.044], [-0.057, -0.068, 0.111], [-0.009, -0.076, 0.040], [-0.096, 0.188, -0.217], [0.305, -0.408, 0.152], [-0.597, 0.339, -0.541], [-0.586, 1.057, 1.345], [1.073, -1.104, -2.407], [-1.577, 2.661, 1.220], [1.577, -2.813, -1.362], [-0.960, 1.089, 2.563], [0.499, -1.035, -0.662], [-0.140, -0.136, 1.086], [-0.060, 0.532, -0.781], [-0.031, -0.318, 0.411], [0.053, 0.124, -1.186], [0.383, -0.520, -0.258], [0.080, -0.133, -0.001], [-0.240, 0.376, -0.121], [0.004, -0.174, 0.619], [0.207, -0.158, -0.521], [-0.349, 0.456, 0.186], [-0.065, 0.087, 0.136], [-0.101, 0.060, 0.118], [0.074, 0.084, -0.150], [0.049, 0.070, -0.086], [-0.048, 0.010, -0.104], [-0.024, 0.056, 0.112], [0.102, -0.154, -0.040], [-0.115, 0.116, -0.030], [0.028, 0.044, -0.076], [0.060, -0.105, -0.072], [0.073, -0.146, 0.031], [0.561, -0.518, 0.042], [-0.313, 0.938, -0.241], [-0.522, 0.131, -0.028], [-0.327, -0.548, 0.088], [0.604, -0.752, 0.015], [0.138, 0.570, -0.166], [0.556, 0.200, 0.494], [-0.433, -0.170, -0.883], [-0.149, 0.002, -0.046], [0.019, 0.107, -0.106], [-0.171, 0.029, 0.128], [-0.136, -0.163, 0.085], [-0.238, 0.035, 0.035], [-0.018, -0.044, 0.069], [-0.056, 0.018, 0.063], [-0.084, 0.001, -0.037]]}



2.
{"formula": "C6H17N2", "method": "the ωB97M-V functional and the def2-TZVPD basis", "e_tot_ha": -348.018486, "homo_ha": -0.49462, "homo_lumo_gap_ev": 10.0, "charge": 1, "e_above_lowest_kcal_mol": 45.4, "smiles": "CCNC[C@H]([NH3+])CC", "lumo_ev": -3.50, "mol_weight_g_mol": 117.22, "multiplicity": 1, "elements": ["C", "C", "N", "C", "C", "N", "C", "C", "H", "H", "H", "H", "H", "H", "H", "H", "H", "H", "H", "H", "H", "H", "H", "H", "H"], "coordinates": [[-0.105, -3.466, 1.161], [-0.248, -1.972, 0.817], [0.835, -1.615, -0.204], [0.155, -0.463, -1.002], [-0.416, 0.747, -0.300], [-0.919, 1.619, -1.466], [0.570, 1.632, 0.503], [0.262, 3.119, 0.549], [-0.861, -4.021, 1.737], [0.759, -3.344, 1.840], [0.085, -4.042, 0.249], [-0.029, -1.397, 1.722], [-1.209, -1.747, 0.404], [1.445, -1.033, 0.395], [0.877, -0.133, -1.750], [-0.620, -0.998, -1.575], [-1.344, 0.525, 0.257], [-0.030, 1.977, -1.836], [-1.540, 1.219, -2.176], [-1.373, 2.405, -0.965], [1.538, 1.436, 0.000], [0.690, 1.279, 1.523], [0.578, 3.713, -0.326], [0.795, 3.550, 1.417], [-0.752, 3.550, 0.724]], "forces_ev_per_angstrom": [[0.839, 0.557, 0.620], [0.668, -1.296, -0.099], [-2.026, 3.364, 0.822], [1.011, -2.578, -0.305], [-1.236, -0.166, 0.327], [0.653, 1.146, 1.440], [-0.024, -0.744, -0.968], [0.103, 1.984, 0.490], [-0.182, 0.869, -0.214], [0.093, -1.338, -0.534], [0.349, 0.146, 0.317], [-0.656, 0.100, -0.035], [-0.652, 0.263, -0.140], [0.516, -0.893, -0.526], [0.279, 0.170, -0.010], [-0.027, 0.416, 0.187], [0.564, -0.050, -0.026], [-0.611, 0.106, -0.729], [0.325, -0.174, 0.246], [0.020, -0.193, -0.849], [-0.152, 0.529, 0.380], [-0.260, -0.367, -0.041], [0.317, -0.473, 0.173], [0.027, -0.157, -0.579], [0.061, -1.218, 0.052]]}



3.
{"formula": "C2H8S2", "method": "the ωB97M-V functional and the def2-TZVPD basis", "e_tot_ha": -877.311665, "homo_ha": [0.03497, -0.19661], "homo_lumo_gap_ev": [1.8, 8.1], "charge": -1, "e_above_lowest_kcal_mol": 25.4, "s_squared": 0.75, "lumo_ev": [2.80, 2.72], "mol_weight_g_mol": 96.22, "multiplicity": 2, "elements": ["S", "H", "H", "C", "C", "S", "H", "H", "H", "H", "H", "H"], "coordinates": [[-1.533, 2.550, -2.076], [-2.038, 3.312, -3.088], [-2.382, 3.162, -1.205], [1.283, -0.348, 0.107], [0.180, -1.105, 0.792], [0.860, -2.519, 1.734], [1.540, -0.766, -0.873], [0.986, 0.695, -0.045], [2.229, -0.304, 0.643], [-0.558, -1.410, 0.057], [-0.308, -0.479, 1.534], [-0.259, -2.787, 2.417]], "forces_ev_per_angstrom": [[-0.163, 0.086, 0.303], [0.019, 0.052, -0.270], [0.175, -0.194, 0.013], [0.636, 0.595, -0.700], [-0.013, 0.024, 0.509], [-0.011, -0.077, -0.264], [-0.217, -0.009, 0.092], [-0.120, -0.180, -0.158], [-0.030, -0.147, 0.445], [-0.117, -0.217, 0.069], [-0.093, 0.142, -0.075], [-0.065, -0.075, 0.035]]}



4.
{"formula": "C27H42Cl3CrN4O3Si", "method": "the ωB97M-V functional and the def2-TZVPD basis", "e_tot_ha": -4213.396924, "homo_ha": [-0.03373, -0.03376], "homo_lumo_gap_ev": [2.9, 2.9], "charge": -1, "s_squared": 6.02, "lumo_ev": [2.00, 1.99], "mol_weight_g_mol": 657.10, "multiplicity": 5, "elements": ["C", "C", "H", "H", "H", "C", "C", "H", "H", "H", "H", "Cr", "Cl", "Cl", "H", "H", "C", "C", "N", "H", "C", "O", "H", "H", "H", "H", "H", "H", "C", "C", "N", "H", "C", "O", "H", "H", "H", "H", "O", "C", "C", "C", "H", "C", "H", "C", "H", "C", "C", "H", "H", "H", "Si", "Cl", "C", "C", "C", "H", "H", "H", "H", "H", "H", "H", "H", "H", "N", "C", "N", "C", "C", "C", "C", "C", "C", "H", "H", "H", "H", "H", "H"], "coordinates": [[-1.867, -2.470, -4.506], [-1.029, -3.006, -3.358], [-1.420, -2.711, -5.489], [-2.022, -1.389, -4.389], [-2.847, -2.973, -4.466], [-0.625, -4.347, -3.371], [-0.758, -5.293, -4.471], [-0.335, -4.810, -2.444], [-0.321, -4.874, -5.383], [-1.803, -5.567, -4.694], [-0.250, -6.223, -4.193], [-0.391, 1.407, 1.071], [-2.431, 2.233, 0.665], [0.818, 2.047, -1.256], [1.401, 5.696, 4.218], [-1.027, 6.860, 3.599], [1.422, 5.394, 3.165], [-0.705, 6.537, 2.597], [0.057, 5.292, 2.667], [1.921, 4.432, 3.059], [-0.407, 4.157, 2.139], [0.320, 3.158, 1.865], [-1.589, 6.387, 1.970], [-1.492, 4.154, 1.946], [1.945, 6.166, 2.591], [-0.072, 7.323, 2.162], [2.035, -0.299, -2.669], [2.672, -3.009, -1.776], [3.029, -0.134, -2.224], [3.588, -2.434, -1.553], [3.276, -1.074, -1.156], [3.101, 0.889, -1.851], [3.211, -0.717, 0.153], [2.904, 0.408, 0.550], [4.140, -2.932, -0.743], [3.472, -1.552, 0.838], [3.757, -0.309, -3.023], [4.200, -2.405, -2.467], [-0.209, -1.913, -2.736], [-1.273, -2.385, -1.944], [0.112, -3.889, -0.415], [-1.021, -3.106, -0.676], [0.821, -4.109, -1.218], [0.327, -4.435, 0.864], [-2.117, -1.686, -1.937], [-1.933, -2.882, 0.420], [1.220, -5.053, 1.025], [-0.534, -4.161, 1.925], [-1.653, -3.345, 1.713], [-2.831, -2.288, 0.210], [-0.345, -4.554, 2.929], [-2.287, -3.035, 2.546], [-0.037, 2.779, -3.140], [-0.688, -0.576, 0.352], [1.546, 3.172, -4.056], [-0.980, 4.213, -2.357], [-1.132, 1.386, -3.646], [2.330, 2.467, -3.752], [1.914, 4.181, -3.824], [1.419, 3.096, -5.144], [-0.556, 0.502, -3.945], [-1.784, 1.679, -4.489], [-1.778, 1.082, -2.807], [-1.648, 3.843, -1.561], [-1.600, 4.766, -3.077], [-0.317, 4.946, -1.875], [0.707, -1.424, 3.917], [0.753, -0.775, 2.746], [0.025, 0.346, 2.808], [-0.558, 0.412, 4.066], [-1.708, 1.080, 4.469], [-2.267, 0.720, 5.706], [-1.734, -0.324, 6.482], [-0.658, -1.085, 6.004], [-0.096, -0.697, 4.795], [1.151, -2.315, 4.113], [1.226, -1.201, 1.868], [-2.145, 1.814, 3.789], [-3.138, 1.244, 6.084], [-2.167, -0.562, 7.456], [-0.235, -1.935, 6.537]], "forces_ev_per_angstrom": [[-0.213, -0.255, 0.257], [-1.109, -0.396, 1.470], [-0.066, 0.255, 0.437], [0.066, -0.228, -0.207], [0.177, 0.174, -0.142], [1.144, -0.118, 0.698], [-0.199, -0.067, -0.745], [-0.255, 0.005, 0.052], [0.034, -0.464, -0.500], [-0.197, -0.215, -0.357], [0.077, -0.005, -0.341], [1.128, 0.793, 0.578], [-1.649, 0.904, -0.356], [-0.017, 0.462, -0.736], [0.032, -0.055, -0.114], [0.109, -0.039, -0.233], [-0.152, 0.133, -0.153], [-0.123, -0.345, 0.295], [0.329, 0.152, 0.070], [-0.066, 0.136, -0.029], [0.827, -1.194, -0.674], [-1.163, 2.171, 1.065], [0.181, 0.073, 0.123], [0.318, -0.168, -0.248], [0.133, -0.166, 0.083], [-0.207, -0.219, 0.030], [0.110, 0.050, 0.272], [0.309, 0.249, 0.009], [-0.349, 0.064, -0.377], [-0.277, -0.350, 0.036], [0.363, -0.098, 0.781], [0.005, -0.257, -0.005], [-0.338, 0.776, -0.874], [0.368, -0.907, 0.086], [-0.133, 0.069, -0.297], [-0.083, 0.174, -0.159], [0.109, 0.079, 0.137], [-0.053, -0.080, 0.353], [1.427, 0.579, -0.013], [-0.897, -0.314, -1.405], [-0.210, -0.126, 0.277], [-0.675, 0.081, 1.066], [-0.258, 0.298, 0.358], [0.210, 0.188, -0.081], [0.113, -0.038, 0.558], [0.470, -1.007, -0.503], [-0.392, 0.161, -0.027], [0.071, 0.287, 0.056], [-0.289, -0.130, -1.000], [0.492, -0.168, 0.258], [0.044, 0.038, -0.300], [0.045, -0.228, -0.196], [0.228, -0.241, 2.693], [-0.027, -0.525, -1.525], [-0.042, 0.133, -0.509], [-0.273, 0.430, -0.390], [-0.321, -0.059, -0.730], [-0.280, 0.038, -0.071], [-0.200, -0.205, 0.007], [0.077, 0.043, 0.139], [-0.065, 0.084, 0.119], [0.200, -0.152, 0.247], [0.305, 0.217, -0.117], [0.258, -0.192, -0.363], [0.047, -0.046, 0.062], [0.069, -0.255, -0.228], [0.383, -0.193, 1.049], [-0.951, 1.232, 0.561], [1.275, -0.493, 0.077], [0.251, -1.457, -0.631], [-0.088, 0.345, 0.705], [0.352, 0.224, -0.445], [0.632, -0.297, -0.192], [-0.080, 0.414, 0.440], [-0.447, -0.576, -0.136], [-0.271, 0.384, -0.177], [-0.051, 0.437, 0.239], [-0.038, -0.132, 0.319], [0.033, -0.032, -0.153], [0.048, 0.049, -0.345], [-0.344, 0.111, 0.024]]}